# 1
{"formula": "C45H49F8NO8S", "method": "ωB97M-V/def2-TZVPD", "homo_ev": -8.8252, "spin_multiplicity": 1, "e_tot_ha": -3597.8898, "lumo_energy_ev": 0.2, "elements": ["N", "C", "C", "C", "C", "C", "C", "C", "O", "O", "S", "O", "O", "O", "C", "C", "C", "O", "C", "O", "C", "C", "O", "C", "C", "F", "F", "F", "H", "H", "H", "H", "H", "H", "H", "H", "H", "H", "H", "H", "H", "H", "H", "H", "H", "H", "H", "H", "H", "H", "H", "H", "F", "C", "C", "C", "C", "C", "C", "H", "H", "H", "H", "H", "F", "C", "C", "C", "C", "C", "C", "H", "H", "H", "H", "H", "F", "C", "C", "C", "C", "C", "C", "H", "H", "H", "H", "H", "F", "C", "C", "C", "C", "C", "C", "H", "H", "H", "H", "H", "F", "C", "C", "C", "C", "C", "C", "H", "H", "H", "H", "H"], "coordinates": [[-2.544, 0.461, 4.875], [-2.825, 1.710, 4.155], [-2.463, 1.649, 2.660], [-1.751, 2.895, 2.091], [-0.490, 2.590, 1.280], [0.762, 2.137, 2.016], [1.099, 3.136, 3.140], [0.300, 3.033, 4.427], [0.007, 2.021, 4.988], [0.551, 0.805, 2.536], [1.953, 0.161, 2.905], [2.476, 0.690, 4.116], [1.841, -1.232, 2.706], [2.747, 0.845, 1.719], [1.987, 1.906, 1.039], [2.916, 3.123, 0.898], [4.224, 3.024, 1.657], [5.097, 2.183, 0.888], [5.733, 1.203, 1.581], [5.967, 0.136, 1.114], [1.649, 1.331, -0.344], [1.372, -0.171, -0.391], [0.876, -0.513, -1.686], [-0.504, -0.397, -1.810], [-1.253, -1.652, -1.337], [-2.148, -2.060, -2.257], [-0.413, -2.671, -1.100], [-1.940, -1.430, -0.194], [-1.969, 0.651, 5.685], [-1.983, -0.153, 4.297], [-3.895, 1.915, 4.239], [-2.315, 2.550, 4.633], [-3.391, 1.516, 2.101], [-1.872, 0.752, 2.466], [-2.418, 3.380, 1.380], [-1.567, 3.637, 2.874], [-0.210, 3.466, 0.687], [-0.767, 1.805, 0.575], [0.922, 4.139, 2.749], [2.149, 3.088, 3.431], [0.025, 4.014, 4.864], [3.176, 3.267, -0.147], [2.412, 4.039, 1.207], [4.104, 2.627, 2.665], [4.672, 4.018, 1.737], [6.040, 1.507, 2.597], [2.482, 1.534, -1.015], [0.789, 1.843, -0.776], [2.291, -0.735, -0.269], [0.667, -0.490, 0.381], [-0.899, 0.436, -1.217], [-0.752, -0.223, -2.857], [-3.559, -8.348, -3.362], [-3.252, -7.273, -2.604], [-4.232, -6.728, -1.800], [-3.909, -5.624, -1.024], [-2.630, -5.087, -1.065], [-1.665, -5.658, -1.883], [-1.970, -6.764, -2.664], [-5.222, -7.163, -1.789], [-4.661, -5.183, -0.382], [-2.389, -4.227, -0.456], [-0.667, -5.240, -1.920], [-1.235, -7.227, -3.308], [-5.635, -1.878, 3.554], [-4.877, -2.990, 3.587], [-3.775, -3.069, 2.759], [-3.005, -4.223, 2.794], [-3.341, -5.270, 3.640], [-4.453, -5.160, 4.463], [-5.233, -4.012, 4.444], [-3.535, -2.243, 2.103], [-2.137, -4.302, 2.152], [-2.739, -6.168, 3.657], [-4.721, -5.974, 5.125], [-6.103, -3.903, 5.077], [-2.854, 3.814, -0.731], [-3.828, 3.241, -1.482], [-5.074, 3.829, -1.514], [-6.062, 3.223, -2.278], [-5.794, 2.058, -2.983], [-4.528, 1.491, -2.929], [-3.527, 2.087, -2.173], [-5.260, 4.733, -0.951], [-7.048, 3.666, -2.320], [-6.570, 1.591, -3.572], [-4.316, 0.581, -3.475], [-2.531, 1.672, -2.120], [1.312, -4.496, -7.069], [1.863, -4.240, -5.863], [3.202, -4.517, -5.674], [3.761, -4.249, -4.432], [2.984, -3.720, -3.410], [1.640, -3.453, -3.630], [1.066, -3.713, -4.867], [3.785, -4.932, -6.485], [4.809, -4.456, -4.264], [3.426, -3.515, -2.444], [1.032, -3.040, -2.839], [0.021, -3.514, -5.064], [4.386, 4.179, -1.869], [5.568, 4.843, -1.877], [5.780, 5.786, -2.862], [6.986, 6.472, -2.869], [7.950, 6.205, -1.906], [7.703, 5.250, -0.930], [6.501, 4.554, -0.904], [5.014, 5.970, -3.602], [7.171, 7.217, -3.632], [8.890, 6.739, -1.916], [8.454, 5.037, -0.181], [6.300, 3.807, -0.151]], "lowdin_charge": [0.01, -0.28, -0.16, -0.16, -0.11, -0.36, -0.07, -0.24, 0.08, -0.14, 0.60, -0.20, -0.19, -0.17, -0.31, -0.07, -0.16, -0.06, -0.34, 0.12, -0.05, -0.15, -0.10, -0.10, -0.58, 0.13, 0.14, 0.12, 0.05, 0.05, 0.10, 0.08, 0.11, 0.09, 0.09, 0.10, 0.14, 0.11, 0.13, 0.12, 0.13, 0.11, 0.13, 0.11, 0.13, 0.16, 0.14, 0.12, 0.14, 0.12, 0.11, 0.15, 0.05, -0.29, -0.02, -0.07, -0.10, -0.08, -0.01, 0.12, 0.11, 0.08, 0.10, 0.12, 0.05, -0.29, -0.02, -0.09, -0.09, -0.08, -0.02, 0.11, 0.10, 0.10, 0.10, 0.12, 0.04, -0.28, -0.01, -0.08, -0.09, -0.07, -0.01, 0.12, 0.11, 0.10, 0.11, 0.09, 0.05, -0.29, -0.02, -0.08, -0.09, -0.08, -0.01, 0.12, 0.10, 0.10, 0.08, 0.12, 0.04, -0.27, -0.02, -0.08, -0.09, -0.08, -0.01, 0.12, 0.11, 0.10, 0.11, 0.10]}

# 2
{"formula": "C45H49IN2SbSiTl", "method": "ωB97M-V/def2-TZVPD", "homo_ev": -6.9062, "spin_multiplicity": 1, "e_tot_ha": -2853.5818, "lumo_energy_ev": 0.4, "elements": ["Tl", "C", "Si", "C", "N", "C", "C", "C", "C", "C", "C", "C", "C", "C", "C", "C", "C", "C", "C", "C", "C", "C", "H", "H", "H", "H", "H", "H", "H", "H", "H", "H", "H", "H", "H", "H", "H", "H", "H", "H", "H", "H", "H", "H", "H", "H", "C", "C", "C", "C", "C", "C", "C", "Sb", "C", "C", "C", "C", "C", "C", "C", "C", "C", "C", "C", "C", "C", "C", "H", "H", "H", "H", "H", "H", "H", "H", "H", "H", "H", "H", "H", "H", "H", "H", "H", "H", "H", "H", "H", "I", "C", "C", "C", "C", "C", "N", "H", "H", "H", "H"], "coordinates": [[-0.526, -2.436, -0.966], [1.765, -1.722, -0.861], [2.323, -2.182, 0.809], [1.039, -1.515, 2.046], [-0.343, -1.891, 1.662], [-1.332, -0.847, 2.006], [-1.602, -0.731, 3.503], [-2.092, -2.070, 4.050], [-1.072, -3.158, 3.725], [-0.782, -3.190, 2.225], [2.364, -4.059, 0.998], [1.932, -4.900, -0.035], [1.889, -6.283, 0.124], [2.291, -6.853, 1.324], [2.741, -6.038, 2.359], [2.780, -4.659, 2.192], [3.985, -1.513, 1.382], [5.156, -2.274, 1.309], [6.398, -1.716, 1.593], [6.492, -0.378, 1.954], [5.342, 0.401, 2.027], [4.106, -0.163, 1.739], [2.404, -2.167, -1.634], [1.818, -0.636, -0.989], [1.097, -0.418, 2.009], [1.279, -1.792, 3.082], [-2.266, -1.083, 1.489], [-0.971, 0.097, 1.604], [-2.348, 0.051, 3.666], [-0.688, -0.426, 4.027], [-3.049, -2.317, 3.575], [-2.267, -2.014, 5.127], [-1.434, -4.143, 4.030], [-0.149, -2.970, 4.281], [-1.702, -3.475, 1.701], [-0.030, -3.943, 2.003], [1.648, -4.469, -0.988], [1.551, -6.914, -0.690], [2.268, -7.929, 1.449], [3.063, -6.481, 3.295], [3.132, -4.034, 3.012], [5.097, -3.323, 1.027], [7.295, -2.323, 1.528], [7.458, 0.057, 2.184], [5.412, 1.449, 2.300], [3.217, 0.464, 1.791], [-0.043, 2.630, 2.223], [-0.002, 3.818, 1.281], [0.170, 5.101, 1.805], [0.207, 6.217, 0.979], [0.082, 6.066, -0.396], [-0.089, 4.796, -0.931], [-0.143, 3.670, -0.108], [-0.397, 1.730, -1.015], [-2.192, 2.236, -2.103], [-2.928, 3.368, -1.751], [-4.138, 3.663, -2.367], [-4.622, 2.825, -3.360], [-3.909, 1.685, -3.708], [-2.706, 1.363, -3.078], [-2.036, 0.050, -3.408], [0.991, 2.190, -2.592], [0.570, 2.389, -3.906], [1.488, 2.647, -4.918], [2.841, 2.702, -4.616], [3.266, 2.515, -3.306], [2.358, 2.262, -2.278], [2.859, 2.120, -0.856], [0.292, 2.912, 3.222], [0.599, 1.819, 1.870], [-1.059, 2.230, 2.310], [0.279, 5.222, 2.878], [0.341, 7.202, 1.410], [0.120, 6.931, -1.048], [-0.177, 4.680, -2.007], [-2.566, 4.022, -0.967], [-4.701, 4.539, -2.064], [-5.559, 3.051, -3.857], [-4.292, 1.021, -4.477], [-2.378, -0.341, -4.367], [-2.293, -0.687, -2.645], [-0.945, 0.129, -3.449], [-0.488, 2.359, -4.147], [1.146, 2.797, -5.935], [3.568, 2.893, -5.398], [4.326, 2.563, -3.071], [3.934, 1.937, -0.832], [2.374, 1.286, -0.334], [2.651, 3.031, -0.283], [-4.356, 1.612, 1.012], [-5.025, 0.077, -0.260], [-6.276, 0.197, -0.851], [-6.674, -0.812, -1.709], [-5.822, -1.879, -1.948], [-4.596, -1.896, -1.306], [-4.197, -0.927, -0.470], [-6.905, 1.052, -0.646], [-7.646, -0.763, -2.188], [-6.099, -2.679, -2.621], [-3.891, -2.705, -1.457]], "lowdin_charge": [0.71, -0.42, 0.52, -0.22, -0.28, -0.24, -0.18, -0.20, -0.18, -0.22, -0.26, -0.11, -0.08, -0.09, -0.08, -0.11, -0.23, -0.09, -0.09, -0.10, -0.09, -0.11, -0.01, -0.06, 0.07, 0.09, 0.09, 0.04, 0.10, 0.11, 0.12, 0.11, 0.11, 0.11, 0.10, 0.10, 0.07, 0.10, 0.10, 0.10, 0.11, 0.10, 0.10, 0.10, 0.10, 0.08, -0.07, -0.30, -0.06, -0.08, -0.08, -0.13, -0.34, 1.54, -0.35, -0.18, -0.10, -0.09, -0.06, -0.32, -0.09, -0.33, -0.12, -0.09, -0.09, -0.05, -0.30, -0.07, 0.08, 0.04, 0.06, 0.11, 0.10, 0.10, 0.10, 0.08, 0.10, 0.10, 0.11, 0.09, 0.00, 0.05, 0.09, 0.10, 0.10, 0.11, 0.08, 0.02, 0.08, 0.94, -0.76, -0.14, -0.07, -0.06, -0.15, 0.03, 0.09, 0.11, 0.11, 0.07]}